1.
ORCA calculation (ωB97M-V/def2-TZVPD) on 2 unconnected molecules or ions with the total composition CH5NO4S.

Each line ends with the natural charge from an NBO analysis.
Positions of all 12 atoms, in Å:
S: -0.089 -1.582 0.579  2.22
O: -1.488 -1.553 0.286  -0.89
O: 1.804 0.163 -0.241  -0.46
O: 0.016 -0.839 2.083  -0.90
O: 0.756 -2.757 0.542  -0.88
N: -0.654 1.892 -0.661  -1.06
C: 0.810 -0.391 -0.515  0.21
H: -1.007 2.636 -0.238  0.36
H: 0.523 -0.510 -1.567  0.15
H: 0.972 -0.464 2.324  0.52
H: -1.307 1.178 -0.984  0.37
H: -0.340 2.227 -1.607  0.35

gap between HOMO and LUMO: 10.75 eV
E_HOMO: -0.391 Eh
2S+1: 1

***

2.
ORCA calculation (ωB97M-V/def2-TZVPD) on 2 unconnected molecules or ions with the total composition CH5NOP2.

Each line ends with the natural charge from an NBO analysis.
Positions of all 10 atoms, in Å:
P: -1.685 -0.651 0.532  0.58
P: 0.152 1.742 -0.300  0.55
O: 1.720 -0.558 1.020  -0.53
N: -0.597 0.616 0.746  -1.21
C: 2.299 0.077 0.189  0.23
H: -0.556 1.095 -1.490  -0.06
H: -2.752 0.248 0.658  -0.06
H: -1.732 -0.425 -0.873  -0.05
H: 3.391 -0.324 0.158  0.15
H: -0.581 0.945 1.694  0.40

gap between HOMO and LUMO (alpha / beta): 7.12 / 7.79 eV
E_HOMO (alpha / beta): -0.271 / -0.296 Eh
2S+1: 1

***

3.
ORCA calculation (ωB97M-V/def2-TZVPD) on 2 unconnected molecules or ions with the total composition CH5NOS2.

Each line ends with the natural charge from an NBO analysis.
Positions of all 10 atoms, in Å:
S: -0.357 0.590 1.406  -0.16
S: -1.861 0.886 -0.004  -0.13
O: 0.951 -1.874 -0.323  -0.62
N: 1.882 -0.002 -1.208  -0.83
C: 1.575 -1.315 -1.197  0.53
H: 1.510 0.593 -0.484  0.41
H: 2.488 0.387 -1.912  0.40
H: -0.408 -0.770 1.340  0.18
H: -1.054 1.153 -1.057  0.12
H: 1.924 -1.879 -2.074  0.11

gap between HOMO and LUMO: 9.72 eV
E_HOMO: -0.343 Eh
2S+1: 1

***

4.
ORCA calculation (ωB97M-V/def2-TZVPD) on 2 unconnected molecules or ions with the total composition CH5NS.

Each line ends with the natural charge from an NBO analysis.
Positions of all 8 atoms, in Å:
S: -1.927 -0.194 0.112  -0.29
N: 2.015 0.735 -0.364  -0.71
C: 2.258 -0.364 0.187  0.06
H: 1.557 0.774 -1.268  0.39
H: 1.833 -0.543 1.187  0.13
H: -1.372 0.732 0.906  0.15
H: 2.918 -1.199 -0.103  0.13
H: -2.500 0.760 -0.632  0.14

gap between HOMO and LUMO: 9.43 eV
E_HOMO: -0.321 Eh
2S+1: 1